Run a
Computed, not measured: C3H7NS2 in the gas phase, with ωB97M-V/def2-TZVPD.

## Properties
Lowest unoccupied orbital energy   0.869 eV
E_HOMO   -8.00 eV
Frontier orbital gap   0.3260 Eh
SMILES string   CS/C=N/SC

Each line ends with the Mulliken charge.
Cartesian coordinates (Å):
C  0.8085  -0.0348  2.4023  -0.795
S  -0.4139  1.2013  1.9305  -0.041
C  -0.6313  0.8054  0.2417  -0.010
N  0.0145  -0.1365  -0.3163  -0.260
S  -0.2876  -0.4136  -1.9820  -0.030
C  0.8450  -1.7902  -2.2151  -0.781
H  0.3988  -1.0049  2.2449  0.276
H  1.0133  0.1280  3.4646  0.314
H  1.7375  0.0615  1.8164  0.265
H  -1.3568  1.4811  -0.2367  0.232
H  0.7574  -2.1151  -3.2639  0.309
H  0.5652  -2.6076  -1.5631  0.264
H  1.8743  -1.4722  -1.9976  0.256

***

Run b
Computed, not measured: C3H7NS2 in the gas phase, with ωB97M-V/def2-TZVPD.

## Properties
Lowest unoccupied orbital energy   -0.065 eV
E_HOMO   -8.45 eV
Frontier orbital gap   0.3083 Eh
SMILES string   CCN(S)C=S

Each line ends with the Mulliken charge.
Cartesian coordinates (Å):
C  -0.6740  1.5130  0.2888  -0.902
C  -0.1973  0.5241  -0.6807  -0.349
N  0.1791  -0.8352  -0.2125  0.051
S  -1.0330  -1.9182  -0.1466  -0.148
C  1.4287  -1.2388  0.1472  -0.167
S  3.0244  -0.5856  -0.0952  -0.262
H  -0.0119  2.0680  1.0363  0.282
H  -1.5925  1.0431  0.8422  0.236
H  -1.1085  2.4497  -0.2376  0.293
H  0.7618  0.9185  -1.1595  0.256
H  -1.1024  0.3501  -1.3675  0.266
H  -1.2993  -1.9709  1.2949  0.153
H  1.6249  -2.3179  0.2902  0.292

***

Run c
Computed, not measured: C3H7NS2 in the gas phase, with ωB97M-V/def2-TZVPD.

## Properties
Lowest unoccupied orbital energy   -0.358 eV
E_HOMO   -8.56 eV
Frontier orbital gap   0.3013 Eh

Each line ends with the Mulliken charge.
Cartesian coordinates (Å):
C  0.1314  0.5723  -1.3599  -0.560
C  1.1861  1.0951  -0.4122  -0.696
C  -0.6520  -0.6746  -0.9212  -0.774
N  2.1285  -1.4762  0.0672  -0.360
S  1.9109  -0.1853  0.7181  0.225
S  -1.1457  -0.6505  0.7068  -0.207
H  -0.5232  1.3294  -1.5460  0.449
H  0.4967  0.4117  -2.4175  0.300
H  1.9108  1.6332  -1.0073  0.413
H  0.6714  1.7141  0.3873  0.328
H  -1.5214  -0.8948  -1.6942  0.337
H  0.1135  -1.4212  -0.9444  0.426
H  -0.6130  -1.7364  1.0437  0.118

***

Decreasing stability: run a, run b, run c

***

Run a
Computed, not measured: a 12-piece molecular cluster, C3H30N2O13 overall, with ωB97M-V/def2-TZVPD.

## Properties
Lowest unoccupied orbital energy   -0.429 eV
E_HOMO   -9.91 eV
Frontier orbital gap   0.3485 Eh
SMILES string   NC(=O)NCCO.O.O.O.O.O.O.O.O.O.O.O

Each line ends with the Mulliken charge.
Cartesian coordinates (Å):
N  1.6015  -2.4349  0.7881  -0.240
C  1.3954  -2.6562  2.1893  0.349
O  1.9791  -3.4806  2.8244  -0.649
N  0.4204  -1.9883  2.7429  -0.099
C  -0.4290  -1.0764  2.0291  0.176
C  -1.8181  -0.8411  2.8814  -0.280
O  -2.9992  -0.9867  2.0309  -0.514
H  1.4481  -1.4513  0.4612  0.133
H  2.2017  -3.0881  0.4706  0.191
H  -0.0389  -2.4172  3.6251  0.260
H  -0.7904  -1.4842  1.0096  -0.066
H  -0.0244  -0.0233  2.0756  0.127
H  -2.1357  -1.6318  3.7263  0.284
H  -1.8650  0.3084  3.1353  0.036
H  -3.1160  -0.3539  1.2881  0.285
O  -0.2572  2.7717  -1.6880  -0.499
H  -0.5385  3.6564  -1.4562  0.271
H  -0.4485  2.4793  -2.6820  0.275
O  -0.9352  0.1202  -2.7988  -0.616
H  -1.6855  -0.4275  -2.9010  0.307
H  -0.7565  0.0794  -1.8464  0.333
O  3.0087  0.2756  -3.6782  -0.680
H  2.8409  0.9727  -3.0085  0.322
H  2.3713  -0.5291  -3.4977  0.332
O  -3.3862  -3.1781  -0.4419  -0.605
H  -3.5352  -2.8087  0.3839  0.309
H  -2.4626  -3.4428  -0.3553  0.310
O  3.1808  2.2789  -1.0993  -0.616
H  2.6969  3.0203  -1.5992  0.322
H  3.0303  2.5293  -0.1768  0.297
O  1.5084  3.9940  0.2610  -0.528
H  0.8339  3.9541  0.9114  0.242
H  1.3406  4.6939  -0.3798  0.271
O  -1.4596  3.8248  0.4457  -0.657
H  -1.4814  2.9352  0.6797  0.295
H  -2.2310  4.0562  -0.2438  0.323
O  -0.6320  -3.2779  -1.4590  -0.808
H  -0.0575  -2.6856  -0.9157  0.482
H  -0.4582  -4.3214  -1.2605  0.317
O  -0.2358  3.3226  2.7788  -0.552
H  0.3656  3.1684  3.4311  0.254
H  -1.1053  3.0661  3.0119  0.266
O  1.0533  -2.1246  -2.9100  -0.608
H  0.2175  -2.3466  -3.3558  0.300
H  1.1516  -2.9851  -2.3963  0.314
O  0.7055  0.0268  -0.7491  -0.354
H  1.0482  -0.5027  -1.4522  0.222
H  0.4832  1.0099  -0.8303  0.166

***

Run b
Computed, not measured: a 12-piece molecular cluster, C3H30N2O13 overall, with ωB97M-V/def2-TZVPD.

## Properties
Lowest unoccupied orbital energy   0.055 eV
E_HOMO   -9.28 eV
Frontier orbital gap   0.3431 Eh
SMILES string   NCCNC(=O)O.O.O.O.O.O.O.O.O.O.O.O

Each line ends with the Mulliken charge.
Cartesian coordinates (Å):
N  0.9274  -1.2873  2.3377  -0.490
C  1.2904  -1.8283  1.0155  -0.060
C  -0.0402  -2.3544  0.2473  -0.573
N  -0.4685  -1.4746  -0.8893  0.513
C  -0.4742  -2.0964  -2.1423  0.639
O  -0.5501  -1.6955  -3.2371  -0.672
O  -0.5728  -3.4370  -1.9751  -0.556
H  0.4953  -1.8808  2.9746  0.203
H  0.4937  -0.3828  2.1677  0.155
H  1.9490  -0.9223  0.6530  -0.086
H  1.9076  -2.7501  1.1721  0.350
H  -0.9484  -2.4272  0.8296  0.372
H  0.1744  -3.4803  -0.1369  0.299
H  -0.4271  -0.3633  -0.6650  -0.327
H  -0.5961  -3.8336  -2.8938  0.356
O  -1.7123  0.1175  4.5794  -0.670
H  -2.2345  -0.5765  4.2132  0.298
H  -2.0268  0.9542  4.0467  0.352
O  2.7661  0.4715  -1.3759  -0.620
H  2.7685  1.3866  -1.8440  0.393
H  1.8096  0.4514  -1.3823  0.248
O  -3.6514  -0.4806  -1.0010  -0.698
H  -3.1263  0.3168  -1.1295  0.424
H  -3.1181  -1.2031  -0.6300  0.287
O  -1.8711  1.3860  -0.6786  -0.744
H  -1.3768  1.3262  0.1810  0.409
H  -2.4505  2.2366  -0.6858  0.304
O  -0.4358  2.5910  0.8246  -0.750
H  -0.2351  2.1981  1.7540  0.397
H  0.2922  2.5241  0.2018  0.289
O  3.1702  1.7600  2.2437  -0.610
H  4.1512  1.9574  2.0185  0.298
H  3.0556  0.8417  2.2583  0.317
O  -3.7579  0.8634  1.6344  -0.604
H  -4.5747  0.3093  1.5364  0.323
H  -3.5901  1.0341  0.6361  0.309
O  1.2832  2.4691  -2.6567  -0.749
H  0.6158  1.9302  -3.1356  0.414
H  0.7590  2.9375  -1.9894  0.282
O  3.3479  -2.1313  -2.2124  -0.632
H  3.6674  -1.2318  -2.1680  0.328
H  2.7700  -2.3794  -2.9874  0.298
O  0.1305  0.8223  -4.0652  -0.673
H  -0.6080  1.0206  -4.6584  0.296
H  -0.1898  0.1067  -3.4552  0.373
O  0.1245  2.1682  3.2325  -0.598
H  0.0008  1.5127  3.8887  0.277
H  1.0864  2.5234  3.3480  0.309

***

Decreasing stability: run b, run a

***

Run a
Computed, not measured: C2H2Cl5P as an isolated structure, with ωB97M-V/def2-TZVPD.

## Properties
Lowest unoccupied orbital energy   -2.878 eV
E_HOMO   -9.88 eV
Frontier orbital gap   0.2573 Eh

Each line ends with the Mulliken charge.
Cartesian coordinates (Å):
C  1.4859  0.4027  0.3466  -0.063
C  -1.3387  0.1779  -0.2133  -0.115
P  -0.0810  -0.3031  1.0583  0.222
Cl  2.8439  -0.4044  1.0456  -0.086
Cl  1.4133  0.2585  -1.4375  -0.065
Cl  -1.5989  1.8907  0.2698  -0.116
Cl  -2.8557  -0.6301  0.1997  -0.113
Cl  0.1811  -2.7795  -0.7032  -0.420
H  1.3169  1.4870  0.7514  0.332
H  -1.3667  -0.0997  -1.3174  0.425

***

Run b
Computed, not measured: C2H2Cl5P in the gas phase, with ωB97M-V/def2-TZVPD.

## Properties
Lowest unoccupied orbital energy (spin up / spin down)   -1.008 / -1.215 eV
E_HOMO (spin up / spin down)   -8.03 / -8.88 eV
Frontier orbital gap (spin up / spin down)   0.2581 / 0.2815 Eh

Each line ends with the Mulliken charge.
Cartesian coordinates (Å):
C  1.4676  -0.6687  -0.4630  -0.285
C  -2.9083  -1.2804  0.4074  -0.147
P  1.0951  -1.6266  1.1326  0.230
Cl  3.1510  -0.2246  -0.2793  -0.110
Cl  1.3348  -1.7316  -1.9023  -0.094
Cl  -1.3526  -1.8848  0.3327  0.010
Cl  -3.0640  0.3242  -0.1194  -0.129
Cl  2.1176  -3.2533  0.5328  -0.153
H  0.9993  0.2599  -0.5694  0.391
H  -3.4652  -1.3188  1.3479  0.287

***

Decreasing stability: run a, run b

***

Run a
Computed, not measured: a 2-piece molecular cluster, C2H4IN3 overall, with ωB97M-V/def2-TZVPD.

## Properties
Lowest unoccupied orbital energy   0.354 eV
E_HOMO   -8.87 eV
Frontier orbital gap   0.3390 Eh

Each line ends with the Mulliken charge.
Cartesian coordinates (Å):
C  1.5040  -0.4664  -1.0314  -0.424
C  0.2086  1.4859  -0.5016  -0.258
N  0.7636  -1.4753  -1.0014  -0.470
N  -1.8746  0.8644  0.4300  -0.854
N  -0.8379  1.3472  0.0226  0.555
I  3.1545  0.1143  0.2367  0.016
H  1.4250  0.2108  -1.7922  0.535
H  0.6911  2.3362  -0.9114  0.382
H  1.0450  -2.3502  -0.5322  0.282
H  -2.0726  1.0804  1.3247  0.236

***

Run b
Computed, not measured: C2H4IN3 in the gas phase, with ωB97M-V/def2-TZVPD.

## Properties
Lowest unoccupied orbital energy   0.254 eV
E_HOMO   -9.43 eV
Frontier orbital gap   0.3558 Eh
SMILES string   I[C@H]1CN=NN1

Each line ends with the Mulliken charge.
Cartesian coordinates (Å):
I  -2.5536  -0.7466  -0.2014  0.024
C  -0.3931  -0.7215  0.1190  -0.504
C  0.4782  0.3845  -1.0415  -0.262
N  0.9676  1.3382  -0.1239  -0.196
N  0.7298  1.0934  1.0505  -0.345
N  0.0467  -0.0437  1.2674  0.128
H  -0.0417  -1.7393  0.0117  0.367
H  1.2752  -0.1990  -1.4890  0.250
H  -0.1842  0.8113  -1.7858  0.275
H  -0.3249  -0.1773  2.1930  0.263

***

Decreasing stability: run b, run a